No. 1
{"formula": "C27H28N5O2SiW", "method": "ωB97M-V/def2-TZVPD", "species": ["W", "C", "C", "C", "C", "C", "C", "N", "C", "C", "C", "C", "C", "C", "N", "N", "C", "C", "C", "C", "C", "N", "H", "H", "H", "H", "H", "H", "H", "H", "H", "H", "H", "H", "H", "N", "C", "C", "O", "O", "H", "H", "H", "H", "C", "Si", "C", "C", "C", "C", "C", "C", "C", "H", "H", "H", "H", "H", "H", "H", "H", "H", "H", "H"], "xyz": [[1.027, 0.635, 0.031], [0.949, -4.644, 0.949], [2.058, -3.827, 1.116], [1.888, -2.465, 1.304], [0.608, -1.927, 1.308], [-0.509, -2.736, 1.142], [-0.329, -4.098, 0.970], [0.439, -0.502, 1.434], [-0.242, 0.085, 2.535], [-0.765, -0.592, 3.621], [-1.398, 0.150, 4.611], [-1.498, 1.533, 4.508], [-0.960, 2.202, 3.413], [-0.338, 1.471, 2.424], [0.295, 2.055, 1.277], [-0.541, 2.002, 0.131], [0.024, 2.911, -0.803], [-0.611, 3.948, -1.447], [0.133, 4.655, -2.382], [1.449, 4.292, -2.653], [2.005, 3.227, -1.977], [1.295, 2.570, -1.053], [1.080, -5.708, 0.803], [3.054, -4.250, 1.105], [2.744, -1.818, 1.453], [-1.499, -2.297, 1.124], [-1.193, -4.735, 0.835], [-0.683, -1.668, 3.695], [-1.813, -0.357, 5.470], [-1.989, 2.096, 5.290], [-1.019, 3.279, 3.326], [-1.644, 4.176, -1.229], [-0.319, 5.483, -2.911], [2.033, 4.822, -3.391], [3.011, 2.878, -2.177], [3.029, 1.278, 1.189], [4.215, 0.811, 0.459], [3.803, 0.407, -0.952], [4.526, 0.505, -1.895], [2.536, -0.055, -1.015], [2.996, 2.290, 1.258], [2.988, 0.921, 2.138], [4.636, -0.070, 0.944], [4.995, 1.565, 0.395], [0.442, -2.020, -2.341], [-0.414, -0.426, -1.855], [-0.411, 0.706, -3.348], [-2.175, -0.846, -1.339], [-2.882, -1.747, -2.142], [-4.170, -2.149, -1.817], [-4.780, -1.659, -0.671], [-4.099, -0.761, 0.138], [-2.813, -0.357, -0.195], [-0.111, -2.507, -3.147], [0.512, -2.727, -1.513], [1.450, -1.807, -2.700], [-0.937, 0.224, -4.176], [0.614, 0.902, -3.675], [-0.908, 1.658, -3.155], [-2.420, -2.152, -3.037], [-4.695, -2.848, -2.456], [-5.783, -1.971, -0.414], [-4.573, -0.368, 1.030], [-2.310, 0.359, 0.441]], "mulliken_charge": [1.11, -0.63, -0.80, -0.07, -0.77, 0.49, -0.86, 1.54, 1.18, -1.03, -0.87, -0.72, -0.31, 0.07, -0.79, -0.23, 0.11, -1.02, -0.22, -0.89, -0.19, 0.16, 0.42, 0.45, 0.39, 0.54, 0.43, 0.51, 0.44, 0.44, 0.50, 0.51, 0.47, 0.45, 0.41, -0.50, -0.58, 0.48, -0.56, -0.58, 0.32, 0.30, 0.31, 0.38, -1.19, 0.44, -1.26, 0.84, -0.71, -0.77, -0.53, -0.67, -0.10, 0.55, 0.23, 0.32, 0.43, 0.31, 0.30, 0.29, 0.41, 0.40, 0.43, 0.48], "max_force_ha_per_bohr": 0.0089, "e_tot_ha": -1826.365254, "charge": 1, "spin_multiplicity": 1, "orbital_gap_ev": 6.8}

No. 2
{"formula": "C9H11N2P", "method": "ωB97M-V/def2-TZVPD", "species": ["C", "C", "C", "C", "C", "C", "C", "C", "C", "N", "N", "P", "H", "H", "H", "H", "H", "H", "H", "H", "H", "H", "H"], "xyz": [[-3.004, 0.315, 0.692], [-2.622, -0.643, -0.235], [-2.001, 0.957, 1.413], [-1.283, -0.924, -0.436], [-0.333, -0.180, 0.317], [2.027, 0.416, 0.931], [3.124, 1.120, 0.143], [1.052, -0.327, 0.129], [-0.863, -1.968, -1.418], [-0.725, 0.725, 1.240], [1.136, 1.894, -1.693], [2.422, 2.412, -1.112], [-4.043, 0.553, 0.853], [-3.369, -1.175, -0.808], [-2.243, 1.700, 2.163], [2.565, -0.306, 1.559], [1.491, 1.113, 1.575], [3.838, 1.608, 0.808], [3.673, 0.425, -0.503], [1.425, -1.016, -0.610], [-0.257, -2.733, -0.934], [-1.736, -2.444, -1.858], [-0.272, -1.522, -2.217]], "mulliken_charge": [-0.58, -0.52, -0.43, 1.11, 0.74, -0.64, -0.79, -0.70, -1.59, -0.45, -0.26, 0.09, 0.38, 0.33, 0.40, 0.34, 0.33, 0.42, 0.36, 0.38, 0.34, 0.38, 0.35], "max_force_ha_per_bohr": 0.0401, "e_tot_ha": -800.296196, "spin_multiplicity": 1, "orbital_gap_ev": [7.9, 6.3]}